(1)
{
  "formula": "C7H8N2O2",
  "method": "wB97M-V/def2-TZVPD",
  "elements": ["C", "C", "O", "C", "O", "C", "N", "H", "H", "H", "H", "H", "C", "C", "C", "N", "H", "H", "H"],
  "xyz": [[-2.252, -0.184, 0.711], [-1.612, -1.437, -0.028], [-0.177, -1.539, 0.231], [0.691, -1.215, -0.769], [0.309, -0.964, -1.884], [2.071, -1.320, -0.318], [3.161, -1.401, -0.019], [-2.101, -0.187, 1.825], [-2.229, 0.886, 0.288], [-3.376, -0.346, 0.656], [-1.838, -1.435, -1.123], [-2.028, -2.266, 0.491], [1.169, 1.568, 1.536], [1.211, 1.572, 0.235], [1.577, 1.876, -0.912], [1.820, 1.958, -2.117], [0.413, 0.858, 1.879], [1.840, 2.228, 2.140], [1.352, 1.347, -2.822]],
  "lowdin_charge": [-0.08, -0.16, -0.03, -0.49, 0.12, -0.11, 0.22, 0.08, 0.09, 0.08, 0.13, 0.10, 0.04, -0.15, -0.22, 0.14, 0.05, 0.09, 0.09]
}

***

(2)
{
  "formula": "C7H8N2O2",
  "method": "wB97M-V/def2-TZVPD",
  "elements": ["N", "C", "C", "C", "C", "N", "C", "C", "O", "O", "C", "H", "H", "H", "H", "H", "H", "H", "H"],
  "xyz": [[-2.730, -1.473, -0.174], [-1.493, -0.635, 0.031], [-1.888, 0.730, 0.144], [-0.899, 1.691, 0.076], [0.502, 1.173, -0.169], [1.592, 1.964, -0.110], [0.876, -0.219, -0.363], [2.370, -0.731, -0.054], [3.441, 0.033, 0.104], [2.599, -2.099, 0.124], [-0.264, -1.130, -0.193], [-3.339, -1.051, 0.678], [-2.390, -2.339, 0.171], [-2.927, 1.078, -0.120], [-0.938, 2.848, 0.686], [2.358, 1.263, -0.398], [1.555, 3.148, -0.234], [1.649, -2.118, 0.482], [-0.076, -2.133, -0.682]],
  "lowdin_charge": [0.04, -0.34, -0.08, -0.02, -0.29, 0.06, -0.07, -0.32, -0.02, 0.07, -0.05, 0.13, 0.03, 0.13, 0.19, 0.07, 0.22, 0.10, 0.15]
}

***

Tell me which of them is the least stable. Sure, it is (2).

***

(1)
{
  "formula": "H29O15",
  "method": "wB97M-V/def2-TZVPD",
  "charge": -1,
  "elements": ["O", "H", "H", "O", "H", "H", "O", "H", "H", "O", "H", "H", "O", "H", "H", "O", "H", "H", "O", "H", "H", "O", "H", "H", "O", "H", "H", "O", "H", "O", "H", "H", "O", "H", "H", "O", "H", "H", "O", "H", "H", "O", "H", "H"],
  "xyz": [[0.208, -0.501, -1.633], [1.013, -0.153, -2.045], [-1.834, 1.072, -4.745], [3.455, -0.242, 2.647], [3.310, 0.689, 2.456], [-3.535, -0.098, -1.628], [-1.788, 0.170, -5.061], [1.063, 1.007, 1.048], [3.572, -1.778, -0.467], [-1.274, 4.208, -1.797], [1.878, 2.184, -3.364], [-1.078, 3.899, -0.870], [0.522, -2.960, -0.841], [0.450, -2.019, -1.272], [2.565, 0.884, 0.723], [1.479, -1.657, 1.596], [-3.253, -2.551, 2.260], [0.541, -1.234, 1.026], [-0.448, -0.240, 1.131], [0.160, -3.456, -1.573], [2.600, -0.698, 2.603], [-0.629, 3.396, 0.472], [-1.210, 2.728, 1.084], [-0.035, -0.405, -0.653], [2.477, 2.042, -2.644], [2.282, 2.339, -1.762], [-2.686, -0.177, -4.969], [-4.012, -2.532, 1.648], [-1.472, 5.111, -2.003], [-1.997, 1.945, 2.204], [-1.870, 1.024, 1.887], [-3.633, -3.262, 1.122], [0.358, -2.993, 3.938], [0.057, -3.206, 3.056], [1.269, -2.717, 3.985], [1.803, 1.452, 0.629], [-0.929, -0.968, 1.534], [0.101, 2.819, 0.182], [3.644, -2.739, -0.703], [1.726, -2.321, 0.941], [-1.611, 2.008, 3.098], [-3.688, 0.840, -1.545], [2.750, -3.107, -0.737], [-2.837, 1.166, -1.221]],
  "lowdin_charge": [-0.08, 0.06, 0.03, -0.09, 0.01, 0.02, -0.06, 0.00, 0.05, -0.12, 0.03, -0.05, -0.12, 0.02, 0.02, -0.22, 0.03, 0.04, -0.34, 0.03, -0.02, -0.11, 0.07, 0.04, -0.04, 0.01, 0.03, -0.07, -0.01, -0.06, 0.03, 0.04, -0.07, 0.01, 0.02, -0.05, -0.02, 0.03, -0.09, -0.02, 0.08, -0.06, -0.01, 0.03]
}

***

(2)
{
  "formula": "H29O15",
  "method": "wB97M-V/def2-TZVPD",
  "charge": -1,
  "elements": ["O", "H", "H", "O", "H", "H", "O", "H", "H", "O", "H", "H", "O", "H", "H", "O", "H", "H", "O", "H", "H", "O", "H", "H", "O", "H", "H", "O", "H", "O", "H", "H", "O", "H", "H", "O", "H", "H", "O", "H", "H", "O", "H", "H"],
  "xyz": [[4.196, 1.248, 1.310], [3.545, 0.563, 0.850], [1.838, -0.246, -1.814], [-0.790, 3.373, -4.391], [-1.009, 3.624, -3.498], [-0.473, 2.321, -4.387], [2.035, -1.169, -1.943], [1.432, -1.815, -2.221], [-0.099, -0.595, -0.257], [-0.681, -2.790, 2.317], [-0.627, -2.911, 3.220], [0.202, -2.767, 1.344], [2.405, -0.809, 1.367], [1.743, -1.541, 1.333], [2.930, -1.332, 0.675], [-2.103, 1.487, 0.190], [-2.421, 0.793, -0.432], [-1.296, 1.184, 0.840], [1.329, -4.422, -1.228], [1.896, -4.892, -1.893], [1.923, -4.251, -0.525], [-0.497, 0.707, -2.596], [-0.819, 1.275, -1.879], [3.963, 1.136, 2.239], [-1.436, -1.911, -1.111], [-1.096, -2.768, -0.925], [-1.455, -1.546, -0.208], [-4.140, -0.017, 2.874], [-4.307, 0.474, 3.717], [-1.122, 4.085, -1.801], [-1.240, 3.399, -1.088], [-0.303, 3.677, -2.044], [-0.337, -0.343, 2.578], [0.599, -0.329, 2.404], [-0.639, -1.322, 2.714], [0.093, 0.329, 0.018], [0.446, 0.215, 1.009], [-0.767, -0.210, -2.481], [0.773, -2.369, 0.456], [0.926, -2.319, -0.475], [-3.525, 0.553, 2.459], [-0.387, 4.467, 1.219], [-0.327, 4.107, 0.360], [-0.378, 3.658, 1.703]],
  "lowdin_charge": [-0.14, 0.06, 0.04, -0.15, -0.06, 0.12, -0.02, 0.00, 0.00, -0.26, -0.06, 0.03, -0.15, -0.02, 0.09, -0.15, 0.04, 0.10, -0.05, 0.07, 0.01, -0.06, 0.01, 0.01, -0.04, 0.03, 0.05, -0.06, 0.06, -0.04, 0.05, 0.03, -0.12, -0.02, 0.01, -0.16, 0.08, 0.02, -0.23, -0.02, -0.02, -0.01, -0.03, 0.02]
}

***

Tell me which of them is the least stable. Sure, it is (2).

***

(1)
{
  "formula": "C2H6NO2",
  "method": "wB97M-V/def2-TZVPD",
  "charge": 1,
  "elements": ["C", "N", "H", "H", "H", "H", "O", "C", "O", "H", "H"],
  "xyz": [[-0.759, 0.361, 3.035], [-1.028, -0.341, 2.002], [-1.521, 0.416, 3.804], [0.210, 0.833, 3.136], [-0.463, -0.167, 1.164], [-1.868, -0.914, 2.028], [-0.002, 0.437, -0.827], [0.296, -0.013, -1.903], [1.544, -0.333, -2.238], [-0.476, -0.291, -2.635], [1.628, -0.280, -3.199]],
  "lowdin_charge": [0.18, 0.21, 0.13, 0.13, 0.11, 0.16, 0.04, -0.36, 0.12, 0.15, 0.13]
}

***

(2)
{
  "formula": "C2H6NO2",
  "method": "wB97M-V/def2-TZVPD",
  "charge": 1,
  "elements": ["C", "C", "N", "O", "O", "H", "H", "H", "H", "H", "H"],
  "xyz": [[-0.027, -0.801, -0.175], [1.035, 1.232, 1.482], [-0.994, -0.207, -1.186], [-0.317, -2.043, 0.238], [0.768, -1.770, -0.657], [1.892, 0.624, 1.715], [0.194, 1.206, 2.151], [1.100, 1.965, 0.703], [-1.752, 0.289, -0.696], [-1.415, -0.946, -1.782], [-0.485, 0.452, -1.794]],
  "lowdin_charge": [-0.34, 0.27, 0.26, 0.10, 0.10, 0.03, 0.02, 0.02, 0.18, 0.19, 0.18]
}

***

Tell me which of them is the least stable. Sure, it is (2).